47
Properties=species:S:1:pos:R:3 method="wB97M-V/def2-TZVPD" total_charge=+1 orbital_gap_ha=0.2867
C 0.96 -1.28 -3.00
C 0.98 -0.87 -1.65
N -0.15 -0.94 -0.90
C -1.32 -1.13 -1.54
C -1.42 -1.47 -2.90
C -0.25 -1.55 -3.62
C 2.30 -0.44 -1.07
P 2.38 -0.20 0.72
Zr -0.06 -0.91 1.73
P -2.50 -0.03 0.76
C -2.65 -1.02 -0.81
O 2.25 3.35 -2.57
O -1.38 2.81 -1.53
H 1.86 -1.22 -3.58
H -2.40 -1.68 -3.33
H -0.28 -1.88 -4.67
C 3.31 -1.73 1.16
C 3.66 1.09 0.91
H -3.45 -0.56 -1.41
H -3.04 -2.02 -0.51
H 2.65 0.53 -1.45
H 3.07 -1.16 -1.36
C -3.80 -0.79 1.82
C -3.33 1.51 0.25
H -0.47 2.61 -1.18
H -1.14 3.62 -2.05
H 1.65 2.67 -2.22
H 2.55 2.78 -3.28
H 0.25 -2.58 1.30
H -0.34 0.82 1.58
H 4.34 -1.60 0.78
H 3.30 -1.95 2.24
H 2.81 -2.54 0.62
H 4.66 0.68 0.72
H 3.46 1.89 0.18
H 3.64 1.56 1.91
H -4.33 1.31 -0.18
H -3.45 2.18 1.11
H -2.71 2.02 -0.51
H -4.80 -0.44 1.56
H -3.75 -1.88 1.74
H -3.58 -0.52 2.86
F 0.14 1.25 3.35
B 0.19 0.29 4.37
F 1.45 -0.26 4.42
F -0.49 0.72 5.45
F -0.74 -1.02 3.80

---

20
Properties=species:S:1:pos:R:3 method="wB97M-V/def2-TZVPD" orbital_gap_ha=0.3432 smiles="CN(C)CC(N)=O.O"
C 0.90 1.24 -1.70
N 0.27 0.04 -1.16
C 0.21 -1.03 -2.14
C 0.86 -0.45 0.10
C -0.22 -1.13 0.92
N -1.21 -0.29 1.34
O -0.17 -2.31 1.17
H 1.17 1.90 -0.87
H 1.85 1.05 -2.22
H 0.16 1.76 -2.29
H -0.29 -0.65 -3.03
H -0.40 -1.80 -1.74
H 1.18 -1.49 -2.36
H 1.26 0.42 0.62
H 1.66 -1.17 -0.11
H -1.72 -0.53 2.17
H -1.24 0.65 1.03
O -0.52 2.98 1.51
H -1.44 3.06 1.78
H -0.19 2.13 1.80

---

19
Properties=species:S:1:pos:R:3 method="wB97M-V/def2-TZVPD" orbital_gap_ha=0.3407 smiles=CCNCC.O
C -0.85 0.87 -2.49
C -0.63 0.76 -0.98
N -0.24 -0.59 -0.58
C -0.87 -1.14 0.60
C -0.63 -0.34 1.91
H -1.45 1.76 -2.68
H 0.09 0.91 -3.03
H -1.48 0.04 -2.84
H -1.54 1.02 -0.46
H 0.18 1.43 -0.70
H 0.76 -0.67 -0.50
H -1.93 -1.28 0.45
H -0.44 -2.11 0.75
H -0.06 0.56 1.68
H -0.12 -0.99 2.61
H -1.56 -0.11 2.45
O 3.82 -0.04 1.53
H 3.27 0.72 1.31
H 3.67 -0.80 0.96

---

53
Properties=species:S:1:pos:R:3 method="wB97M-V/def2-TZVPD" orbital_gap_ha=0.2990 smiles="COc1ccc(OCC(=O)Nc2cc(OC)ccc2N2CCCCC2)cc1"
C 4.80 -3.44 0.28
O 4.28 -2.53 -0.65
C 2.94 -2.57 -0.93
C 2.03 -3.45 -0.35
C 0.70 -3.39 -0.70
C 0.24 -2.45 -1.62
O -1.11 -2.46 -1.86
C -1.61 -1.63 -2.88
C -1.59 -0.12 -2.57
O -1.59 0.70 -3.47
N -1.60 0.13 -1.25
C -1.68 1.37 -0.58
C -2.07 2.52 -1.25
C -2.25 3.71 -0.55
O -2.63 4.89 -1.12
C -2.84 4.92 -2.51
C -2.04 3.72 0.82
C -1.62 2.58 1.48
C -1.40 1.39 0.79
N -0.97 0.19 1.40
C 0.36 -0.29 1.04
C 1.45 0.27 1.95
C 1.15 -0.11 3.40
C -0.22 0.43 3.79
C -1.28 -0.05 2.79
C 1.15 -1.58 -2.21
C 2.48 -1.64 -1.86
H 4.35 -3.31 1.27
H 5.86 -3.23 0.34
H 4.65 -4.48 -0.05
H 2.35 -4.19 0.37
H -0.02 -4.07 -0.26
H -1.09 -1.79 -3.83
H -2.66 -1.93 -3.01
H -1.58 -0.66 -0.62
H -2.25 2.45 -2.31
H -3.66 4.26 -2.81
H -1.94 4.64 -3.06
H -3.10 5.95 -2.74
H -2.21 4.63 1.37
H -1.46 2.62 2.54
H 0.58 -0.01 0.01
H 0.36 -1.38 1.11
H 2.42 -0.13 1.64
H 1.48 1.36 1.86
H 1.92 0.28 4.07
H 1.15 -1.20 3.49
H -0.49 0.10 4.79
H -0.17 1.52 3.79
H -2.25 0.40 3.01
H -1.38 -1.14 2.90
H 0.83 -0.84 -2.93
H 3.20 -0.97 -2.31

---

19
Properties=species:S:1:pos:R:3 method="wB97M-V/def2-TZVPD" total_charge=+1 orbital_gap_ha=0.4360 smiles=CCCc1[nH+]cnn1O
C -1.28 1.22 -0.59
C 0.22 1.20 -0.12
C 1.01 -0.04 -0.70
C 0.52 -1.34 -0.23
N 1.01 -2.10 0.72
C 0.24 -3.20 0.97
N -0.77 -3.12 0.17
N -0.59 -1.99 -0.56
O -1.70 -1.74 -1.46
H -1.53 0.18 -0.37
H -1.45 1.42 -1.69
H -1.78 2.12 -0.13
H 0.11 1.25 1.07
H 0.79 2.08 -0.30
H 2.15 -0.04 -0.53
H 0.85 -0.02 -1.82
H 1.85 -1.85 1.18
H 0.34 -4.01 1.71
H -1.87 -2.68 -1.76

---

92
Properties=species:S:1:pos:R:3 method="wB97M-V/def2-TZVPD" orbital_gap_ha=0.2812 smiles="NCCCCCC1=C(CCCI)C(=O)C(CC(=O)I)=C(P(O)Cl)C1=O.COCCOCCOC.COCCOCCOC"
N 6.71 -3.09 0.52
C 5.42 -2.38 0.27
C 4.62 -3.13 -0.82
C 3.38 -2.23 -1.20
C 2.73 -2.60 -2.56
C 1.56 -3.64 -2.42
C 0.51 -3.14 -1.44
C 0.01 -3.87 -0.45
C 0.36 -5.32 -0.15
C 1.15 -5.50 1.18
C 0.28 -5.75 2.43
I -1.00 -7.47 2.30
C -0.99 -3.21 0.46
O -1.77 -3.80 1.14
C -0.99 -1.68 0.55
C -1.57 -1.10 1.83
C -0.60 -1.39 3.00
O 0.50 -1.01 2.97
I -1.44 -2.51 4.66
C -0.51 -0.92 -0.43
P -0.49 0.95 -0.26
O -2.05 1.48 0.01
Cl 0.02 1.81 -2.06
C 0.03 -1.70 -1.65
O 0.07 -1.29 -2.77
H 7.49 -2.48 0.26
H 6.77 -3.91 -0.08
H 5.61 -1.33 0.00
H 4.87 -2.41 1.23
H 5.20 -3.29 -1.74
H 4.20 -4.04 -0.37
H 2.68 -2.20 -0.34
H 3.78 -1.20 -1.30
H 3.51 -3.13 -3.14
H 2.43 -1.70 -3.09
H 1.09 -3.68 -3.41
H 2.03 -4.59 -2.13
H 0.95 -5.79 -0.94
H -0.59 -5.87 -0.13
H 1.85 -6.34 1.08
H 1.78 -4.61 1.42
H -0.30 -4.87 2.72
H 0.97 -5.95 3.27
H -1.70 -0.01 1.80
H -2.57 -1.53 1.99
H -2.62 1.08 -0.67
C 2.51 1.22 4.32
O 1.88 2.38 4.82
C 0.65 2.64 4.15
C -0.24 3.51 5.01
O -0.92 2.80 6.04
C -0.13 2.38 7.15
C 0.26 3.52 8.07
O 1.35 4.25 7.54
C 1.40 5.57 8.03
H 2.77 1.34 3.26
H 3.43 1.06 4.88
H 1.87 0.34 4.45
H 0.13 1.70 3.92
H 0.89 3.16 3.21
H -1.04 3.90 4.36
H 0.30 4.37 5.41
H 0.74 1.81 6.82
H -0.77 1.70 7.71
H 0.58 3.11 9.04
H -0.60 4.18 8.23
H 0.49 6.12 7.76
H 2.25 6.07 7.56
H 1.54 5.58 9.11
C -4.10 4.23 -8.75
O -3.47 3.56 -7.69
C -3.10 4.43 -6.63
C -2.92 3.66 -5.34
O -4.15 3.34 -4.69
C -4.93 2.31 -5.30
C -4.34 0.93 -5.10
O -3.27 0.70 -6.00
C -2.37 -0.27 -5.52
H -3.43 4.97 -9.20
H -4.37 3.50 -9.50
H -5.02 4.72 -8.40
H -3.87 5.20 -6.49
H -2.15 4.91 -6.91
H -2.39 4.31 -4.64
H -2.31 2.77 -5.48
H -5.11 2.53 -6.35
H -5.89 2.35 -4.79
H -5.12 0.17 -5.30
H -4.00 0.83 -4.06
H -1.93 0.05 -4.57
H -1.57 -0.38 -6.25
H -2.87 -1.24 -5.40

---

E (computed, a.u.): -1793.387437, -419.590533, -290.164251, -1226.285595, -435.682674, -3300.255859
HOMO (computed, eV): -11.7, -8.8, -8.6, -7.4, -15.1, -9.1